#one
{"formula": "C2H6N4", "method": "ωB97M-V/def2-TZVPD", "species": ["C", "C", "H", "H", "H", "H", "H", "H", "N", "N", "N", "N"], "coordinates": [[0.50612, 0.83882, 0.05017], [-0.95026, 1.04574, -0.00423], [2.88888, 0.49738, 0.14063], [2.79762, -1.13159, 0.40100], [1.15054, 1.69455, -0.07478], [-1.22780, 2.11246, -0.07005], [-2.29649, -1.71868, -0.24888], [-0.60943, -1.38498, -0.11090], [2.41490, -0.37154, -0.15132], [1.03826, -0.33115, 0.07430], [-1.89170, 0.19117, -0.01290], [-1.56695, -1.11370, 0.04526]], "mulliken_charge": [0.21, -0.29, 0.25, 0.26, 0.32, 0.31, 0.22, 0.26, -0.61, -0.21, -0.42, -0.28], "total_charge": 0}

=====

#two
{"formula": "C2H6N4", "method": "ωB97M-V/def2-TZVPD", "species": ["C", "C", "H", "H", "H", "H", "H", "H", "N", "N", "N", "N"], "coordinates": [[1.04289, -0.54293, 1.00375], [-0.86793, 1.70192, -0.96667], [0.21690, -1.23315, -1.26549], [-0.17922, -3.01521, -0.72402], [1.92113, -0.15517, 1.70939], [-0.11340, 1.28878, 1.83106], [-1.42460, 2.82754, -0.53671], [-1.37011, 1.50195, -1.88075], [-0.20709, -1.89489, -0.27679], [0.96011, -1.75617, 0.61687], [0.24734, 0.56618, 0.79377], [-0.22602, 0.71116, -0.30443]], "mulliken_charge": [0.08, -0.41, 0.29, 0.27, 0.28, 0.34, 0.15, 0.24, -0.54, -0.29, -0.21, -0.20], "total_charge": 0}

=====

Stability verdict: #one, ahead by 116.8 kcal/mol

=====

#one
{"formula": "C5H5FO", "method": "ωB97M-V/def2-TZVPD", "species": ["C", "C", "C", "C", "C", "O", "F", "H", "H", "H", "H", "H"], "coordinates": [[1.25256, -1.70403, -0.55798], [1.76179, -0.55426, -0.25291], [-2.00192, 1.15809, -0.05273], [-2.90416, 0.49115, 0.58071], [2.27898, 0.59284, 0.05469], [-1.18642, 1.75998, -0.62119], [3.49512, 0.70109, 0.64594], [1.42391, -2.16126, -1.51817], [-2.63533, -0.09407, 1.43831], [0.62212, -2.24312, 0.13147], [-3.93065, 0.49719, 0.27469], [1.82400, 1.55640, -0.12283]], "mulliken_charge": [-0.64, 0.10, 0.81, -0.96, -0.04, -0.34, -0.23, 0.24, 0.24, 0.24, 0.25, 0.33], "total_charge": 0}

=====

#two
{"formula": "C5H5FO", "method": "ωB97M-V/def2-TZVPD", "species": ["C", "C", "C", "C", "C", "H", "H", "H", "H", "H", "O", "F"], "coordinates": [[1.91270, -0.50520, 0.11534], [0.63307, -0.84927, 0.37655], [-0.47189, 0.01073, -0.13698], [-1.75827, -0.48289, -0.21567], [-0.46713, 1.49770, -0.10977], [2.76309, -1.08272, 0.36810], [0.37422, -1.82370, 0.72533], [-2.59530, 0.07878, -0.45062], [-1.78150, -1.57893, 0.08005], [-1.27951, 1.95481, -0.72846], [0.36981, 2.17968, 0.48936], [2.30071, 0.60101, -0.51324]], "mulliken_charge": [-0.18, -0.55, 0.86, -0.88, -0.05, 0.39, 0.31, 0.34, 0.17, 0.28, -0.49, -0.20], "total_charge": 0}

=====

Stability verdict: #two, ahead by 24.5 kcal/mol

=====

#one
{"formula": "C2H6O2S", "method": "ωB97M-V/def2-TZVPD", "species": ["C", "C", "O", "O", "S", "H", "H", "H", "H", "H", "H"], "coordinates": [[-0.70638, -0.45056, 0.72827], [0.77615, 0.91206, 0.02880], [1.77020, 0.53351, 0.87108], [0.95503, 0.54906, -1.22890], [-1.11314, -1.32710, -0.84014], [-1.68795, -0.03249, 1.10814], [-0.25247, -1.18340, 1.44349], [0.21626, 1.83362, 0.10369], [2.24963, -0.13382, 0.46404], [0.25564, 0.22638, -1.69110], [-2.46296, -0.92726, -0.98739]], "mulliken_charge": [-0.57, 0.13, -0.42, -0.44, -0.33, 0.31, 0.20, 0.38, 0.31, 0.28, 0.15], "total_charge": 0}

=====

#two
{"formula": "C2H6O2S", "method": "ωB97M-V/def2-TZVPD", "species": ["C", "C", "O", "O", "S", "H", "H", "H", "H", "H", "H"], "coordinates": [[1.63629, 0.98720, 0.32219], [-1.80001, -0.92816, -0.04651], [-1.38491, 1.43447, -0.83925], [0.58627, 0.00957, 0.25712], [-1.03294, 0.68562, 0.33858], [1.65371, 1.45650, 1.36187], [1.58804, 1.85277, -0.35730], [2.59459, 0.57564, 0.19195], [-0.98305, -1.60185, 0.06502], [-2.03852, -0.86775, -1.06413], [-2.74228, -1.01640, 0.48563]], "mulliken_charge": [-0.65, -0.77, -0.54, -0.33, 0.57, 0.27, 0.30, 0.27, 0.28, 0.30, 0.30], "total_charge": 0}

=====

Stability verdict: #two, ahead by 25.0 kcal/mol